Formula: C5H13NO4S2
Source: the Open Molecules 2025 dataset
Level of theory: ωB97M-V/def2-TZVPD

Geometry as XYZ:
```
25
C5H13NO4S2 (ωB97M-V/def2-TZVPD)
C 0.59 -1.01 -3.40
C 0.23 0.34 -2.84
S 0.49 0.40 -1.10
C 2.24 0.19 -0.95
O 0.22 1.76 -0.64
O -0.15 -0.59 0.06
S -0.12 -1.00 1.66
O -0.69 -2.31 1.63
O 1.21 -0.87 2.03
N -1.08 0.02 2.51
C -2.45 -0.03 2.02
C -0.46 1.34 2.48
H 0.77 -0.69 -4.38
H -0.32 -1.62 -3.39
H 1.49 -1.53 -3.08
H -0.83 0.78 -3.14
H 2.76 0.95 -0.40
H 2.58 -0.83 -0.50
H 2.71 0.12 -1.91
H -3.13 0.38 2.75
H -2.48 0.32 0.99
H -2.75 -1.08 2.30
H -1.17 2.09 2.10
H 0.03 1.51 3.42
H 0.32 1.37 1.78
```

The value obtained for the HOMO-LUMO gap is 8.8 eV. For the relative energy (zero: lowest compared OMol25 entry of this formula, charge and spin), the calculation gives 46.8 kcal/mol. The charge is 0. The SMILES is CC=[S@@](C)(=O)OS(=O)(=O)N(C)C. The calculation puts the HOMO energy at -8.46 eV. The spin multiplicity is 1.



Formula: C5H13NOSi
Source: the Open Molecules 2025 dataset
Level of theory: ωB97M-V/def2-TZVPD

Geometry as XYZ:
```
21
C5H13NOSi (ωB97M-V/def2-TZVPD)
C 1.68 0.37 -0.88
C 0.84 -0.03 1.45
C 0.68 -1.84 -0.27
C -0.71 0.21 -0.51
C 0.60 -0.33 -0.03
N -2.44 -1.20 0.33
O -3.48 -0.75 0.08
Si -1.53 1.82 -0.05
H 1.61 0.07 -1.92
H 2.67 0.11 -0.51
H 1.56 1.45 -0.82
H 0.97 1.04 1.61
H -0.01 -0.37 2.04
H 1.73 -0.54 1.80
H -0.03 -2.35 0.38
H 1.68 -2.20 -0.05
H 0.44 -2.09 -1.30
H -0.97 -0.16 -1.49
H -1.39 2.79 -1.15
H -2.96 1.59 0.14
H -0.95 2.41 1.16
```

The value obtained for the HOMO-LUMO gap (spin up / spin down) is 8.6 / 10.3 eV. For the relative energy (zero: lowest compared OMol25 entry of this formula, charge and spin), the calculation gives 10.9 kcal/mol. The charge is 0. The calculation puts the HOMO energy (spin up / spin down) at -8.17 / -11.10 eV. The spin multiplicity is 3.



Formula: C5H13NOSi
Source: the Open Molecules 2025 dataset
Level of theory: ωB97M-V/def2-TZVPD

Geometry as XYZ:
```
21
C5H13NOSi (ωB97M-V/def2-TZVPD)
C -2.01 -1.47 -0.31
C 0.79 0.33 -1.58
C -0.96 -1.20 0.69
C -0.64 0.25 0.90
C 0.84 1.03 -0.31
N -1.66 1.10 0.59
O -1.65 2.27 1.06
Si 2.40 0.73 0.67
H -1.71 -1.17 -1.38
H -2.22 -2.51 -0.49
H -2.99 -1.08 -0.09
H 1.26 -0.67 -1.70
H -0.13 0.24 -2.14
H 1.44 0.88 -2.23
H -0.17 -1.84 0.54
H -1.45 -1.46 1.68
H -0.06 0.51 1.83
H 0.42 2.00 -0.34
H 2.41 2.04 1.56
H 3.48 0.60 -0.37
H 2.62 -0.58 1.44
```

The value obtained for the HOMO-LUMO gap (spin up / spin down) is 8.5 / 8.3 eV. For the relative energy (zero: lowest compared OMol25 entry of this formula, charge and spin), the calculation gives 50.0 kcal/mol. The charge is 0. The calculation puts the HOMO energy (spin up / spin down) at -7.61 / -9.30 eV. The spin multiplicity is 3.



Formula: C5H13NS
Source: the Open Molecules 2025 dataset
Level of theory: ωB97M-V/def2-TZVPD

Geometry as XYZ:
```
20
C5H13NS (ωB97M-V/def2-TZVPD)
C -0.18 1.22 0.58
N -0.95 1.01 -0.62
C -0.29 0.37 -1.74
C -0.18 -1.17 -1.62
S 1.10 -1.90 -2.71
C -0.42 0.24 1.76
C 0.90 -0.17 2.45
H 0.88 1.21 0.32
H -0.46 2.21 0.97
H -1.89 0.68 -0.50
H 0.73 0.76 -1.67
H -0.64 0.57 -2.76
H 0.12 -1.40 -0.60
H -1.12 -1.64 -1.91
H 0.67 -1.32 -3.85
H -0.96 -0.63 1.40
H -1.03 0.73 2.51
H 0.91 0.10 3.52
H 1.11 -1.24 2.45
H 1.72 0.39 2.01
```

The value obtained for the HOMO-LUMO gap (spin up / spin down) is 2.0 / 8.8 eV. For the relative energy (zero: lowest compared OMol25 entry of this formula, charge and spin), the calculation gives 11.6 kcal/mol. The charge is -1. The calculation puts the HOMO energy (spin up / spin down) at 1.37 / -5.04 eV. The spin multiplicity is 2.



Formula: C5H13NS
Source: the Open Molecules 2025 dataset
Level of theory: ωB97M-V/def2-TZVPD

Geometry as XYZ:
```
20
C5H13NS (ωB97M-V/def2-TZVPD)
C 1.11 1.74 0.27
N 1.11 0.31 0.56
C 2.44 -0.26 0.37
C 0.12 -0.55 -0.06
C -1.28 0.06 0.10
C -2.50 -0.84 0.18
S -2.47 -1.94 -1.35
H 0.29 2.21 0.79
H 2.08 2.08 0.65
H 1.18 2.00 -0.80
H 2.44 -1.35 0.38
H 2.79 0.00 -0.65
H 3.17 0.19 1.04
H 0.36 -0.74 -1.12
H 0.14 -1.50 0.48
H -1.25 0.65 1.02
H -1.39 0.80 -0.70
H -2.41 -1.60 0.95
H -3.47 -0.38 0.11
H -2.46 -0.89 -2.23
```

The value obtained for the HOMO-LUMO gap is 9.3 eV. For the relative energy (zero: lowest compared OMol25 entry of this formula, charge and spin), the calculation gives 21.8 kcal/mol. The charge is 0. The SMILES is CN(C)CCCS. The calculation puts the HOMO energy at -8.34 eV. The spin multiplicity is 1.



Formula: C5H13NS
Source: the Open Molecules 2025 dataset
Level of theory: ωB97M-V/def2-TZVPD

Geometry as XYZ:
```
20
C5H13NS (ωB97M-V/def2-TZVPD)
C -0.51 -1.10 3.66
C 0.70 -1.86 1.86
N -0.08 -2.27 2.94
H 0.29 -0.66 4.26
H -1.33 -1.33 4.34
H -0.87 -0.28 3.02
H 1.27 -0.94 1.92
H 1.29 -2.67 1.43
H -0.37 -1.86 1.38
C 0.01 1.67 -3.44
C -0.40 2.19 -2.06
C 0.38 1.45 -0.96
S -0.04 -0.31 -0.94
H 1.08 1.82 -3.61
H -0.54 2.13 -4.25
H -0.14 0.59 -3.47
H -0.25 3.26 -1.94
H -1.47 1.97 -1.99
H 0.12 1.90 0.01
H 1.46 1.57 -1.06
```

The value obtained for the HOMO-LUMO gap is 4.7 eV. For the relative energy (zero: lowest compared OMol25 entry of this formula, charge and spin), the calculation gives 125.7 kcal/mol. The charge is 0. The calculation puts the HOMO energy at -7.32 eV. The spin multiplicity is 1.



Formula: C5H13NS
Source: the Open Molecules 2025 dataset
Level of theory: ωB97M-V/def2-TZVPD

Geometry as XYZ:
```
20
C5H13NS (ωB97M-V/def2-TZVPD)
C -0.13 -1.38 -2.12
N 0.30 -0.88 -0.82
C -0.41 0.28 -0.30
C -1.92 0.07 -0.10
C 0.24 0.82 1.00
C 1.75 0.69 1.04
S 2.47 0.97 2.70
H -1.05 -0.89 -2.46
H 0.65 -1.22 -2.88
H -0.38 -2.44 -2.06
H 0.33 -1.61 -0.13
H -0.32 1.07 -1.06
H -2.43 0.03 -1.04
H -2.18 -0.82 0.48
H -2.31 0.90 0.51
H -0.09 1.85 1.05
H -0.18 0.28 1.85
H 2.14 -0.25 0.69
H 2.21 1.38 0.31
H 1.31 1.15 3.33
```

The value obtained for the HOMO-LUMO gap is 9.7 eV. For the relative energy (zero: lowest compared OMol25 entry of this formula, charge and spin), the calculation gives 12.7 kcal/mol. The charge is 0. The SMILES is CN[C@@H](C)CCS. The calculation puts the HOMO energy at -8.64 eV. The spin multiplicity is 1.



Formula: C5H13O2S
Source: the Open Molecules 2025 dataset
Level of theory: ωB97M-V/def2-TZVPD

Geometry as XYZ:
```
21
C5H13O2S (ωB97M-V/def2-TZVPD)
C 0.20 2.07 0.00
O -1.13 1.83 0.13
C 1.15 0.90 0.37
C 1.59 0.02 -0.85
C 0.45 -0.67 -1.58
S 0.19 -2.40 -1.02
C -1.00 -2.33 0.30
H 0.50 2.96 0.55
H 0.40 2.14 -1.09
H 0.64 0.16 0.94
H 2.04 1.28 0.84
H 2.16 0.68 -1.53
H 2.32 -0.64 -0.42
H 0.57 -0.74 -2.63
H -0.48 -0.15 -1.47
H -0.56 -2.79 1.18
H -1.97 -2.77 0.04
H -1.22 -1.35 0.77
H -2.52 0.60 2.42
H -1.59 0.87 1.13
O -1.73 0.33 1.92
```

The value obtained for the HOMO-LUMO gap (spin up / spin down) is 9.2 / 5.9 eV. For the relative energy (zero: lowest compared OMol25 entry of this formula, charge and spin), the calculation gives 0.0 kcal/mol. The charge is 0. The calculation puts the HOMO energy (spin up / spin down) at -8.32 / -8.32 eV. The spin multiplicity is 2.



Formula: C5H13O5PS
Source: the Open Molecules 2025 dataset
Level of theory: ωB97M-V/def2-TZVPD

Geometry as XYZ:
```
25
C5H13O5PS (ωB97M-V/def2-TZVPD)
C 1.88 2.10 0.78
O 1.64 0.78 1.30
C 0.63 0.12 0.55
C -0.30 -0.75 1.48
O -1.41 -0.03 1.97
C -2.60 -0.33 1.25
S -3.56 1.24 0.95
C 1.32 -0.80 -0.52
P 0.28 -0.90 -2.07
O -1.16 -0.52 -1.83
O 0.95 0.16 -3.19
O 0.46 -2.48 -2.61
H 2.93 2.40 0.96
H 1.17 2.78 1.30
H 1.73 2.11 -0.32
H -0.03 0.89 0.09
H 0.34 -1.00 2.37
H -0.54 -1.71 0.98
H -3.29 -0.97 1.85
H -2.42 -0.77 0.25
H -2.59 2.02 0.35
H 1.45 -1.82 -0.10
H 2.33 -0.39 -0.73
H 0.29 0.87 -3.26
H 0.49 -2.99 -1.79
```

The value obtained for the HOMO-LUMO gap is 9.2 eV. For the relative energy (zero: lowest compared OMol25 entry of this formula, charge and spin), the calculation gives 19.9 kcal/mol. The charge is 0. The SMILES is CO[C@H](COCS)CP(=O)(O)O. The calculation puts the HOMO energy at -8.96 eV. The spin multiplicity is 1.



Formula: C5H13O5S
Source: the Open Molecules 2025 dataset
Level of theory: ωB97M-V/def2-TZVPD

Geometry as XYZ:
```
24
C5H13O5S (ωB97M-V/def2-TZVPD)
C 1.28 -1.94 0.42
O 1.38 -0.54 0.10
C 0.20 0.08 0.63
C -1.02 0.05 -0.35
C -2.32 0.16 0.53
S -3.22 -1.43 0.51
O -3.72 -1.60 -0.86
O -4.28 -1.30 1.53
O -2.26 -2.55 0.87
H 0.24 -2.31 0.27
H 1.56 -2.17 1.47
H 1.93 -2.50 -0.30
H -0.09 -0.49 1.55
H 0.40 1.13 0.95
H -0.96 0.83 -1.14
H -0.98 -0.94 -0.86
H -2.03 0.35 1.59
H -2.94 1.01 0.19
C 3.13 2.21 -1.11
O 1.73 2.24 -1.31
H 3.42 1.19 -0.84
H 3.65 2.50 -2.03
H 3.41 2.89 -0.30
H 1.49 3.15 -1.55
```

The value obtained for the HOMO-LUMO gap is 7.5 eV. The charge is -1. The calculation puts the HOMO energy at -4.73 eV. The spin multiplicity is 1.



Formula: C5H13S
Source: the Open Molecules 2025 dataset
Level of theory: ωB97M-V/def2-TZVPD

Geometry as XYZ:
```
19
C5H13S (ωB97M-V/def2-TZVPD)
C 1.23 1.47 3.24
S 0.55 0.27 2.02
H 0.47 1.66 4.06
H 2.14 1.04 3.67
H 1.45 2.38 2.76
C -1.29 -2.24 -1.16
C -0.59 -1.00 -0.64
C -0.27 0.06 -1.68
C 0.52 1.24 -1.11
H -2.25 -1.98 -1.59
H -1.54 -2.97 -0.33
H -0.71 -2.76 -1.90
H 0.28 -1.31 -0.10
H -1.20 -0.49 0.15
H -1.17 0.43 -2.15
H 0.30 -0.40 -2.48
H -0.04 1.65 -0.25
H 0.65 2.00 -1.82
H 1.48 0.95 -0.69
```

The value obtained for the HOMO-LUMO gap is 6.0 eV. For the relative energy (zero: lowest compared OMol25 entry of this formula, charge and spin), the calculation gives 10.4 kcal/mol. The charge is -1. The calculation puts the HOMO energy at -2.13 eV. The spin multiplicity is 1.



Formula: C5H14
Source: the Open Molecules 2025 dataset
Level of theory: ωB97M-V/def2-TZVPD

Geometry as XYZ:
```
19
C5H14 (ωB97M-V/def2-TZVPD)
C -0.26 0.57 2.53
C 0.47 -0.36 1.57
C -0.40 -1.61 1.33
H -1.28 0.81 2.23
H 0.09 1.60 2.55
H -0.35 0.17 3.54
H 0.58 0.17 0.63
H 1.46 -0.57 1.94
H -0.06 -2.14 0.44
H -0.25 -2.27 2.16
H -1.46 -1.39 1.31
C 0.30 0.95 -3.18
C 0.05 0.26 -1.83
H -0.11 0.42 -4.03
H -0.15 1.93 -3.21
H 1.35 1.09 -3.43
H 0.03 1.06 -1.10
H 0.88 -0.40 -1.57
H -0.89 -0.28 -1.89
```

The value obtained for the HOMO-LUMO gap is 12.4 eV. For the relative energy (zero: lowest compared OMol25 entry of this formula, charge and spin), the calculation gives 8.8 kcal/mol. The charge is 0. The SMILES is CCC.CC. The calculation puts the HOMO energy at -11.27 eV. The spin multiplicity is 1.